Density functional theory data (ωB97M-V/def2-TZVPD) for C41H31Cl3IN2O2OsPS3 as an isolated structure.

Computed properties:
* energy relative to the best compared isomer or geometry (same formula, charge and spin): 0.0 kJ/mol
* LUMO level (spin up / spin down): -0.6 / -1.5 eV
* molecular weight: 1134.38 g mol⁻¹
* expectation value of S²: 6.0538
* 2S+1: 5
* net charge: 0

Cartesian coordinates (Å):
Os  0.098  0.860  1.365
I  0.220  -2.044  2.863
C  -1.366  -3.293  2.365
C  -1.585  -4.236  3.326
C  -2.514  -5.278  3.132
C  -3.161  -5.357  1.947
C  -2.977  -4.372  0.943
C  -3.709  -4.525  -0.256
C  -3.631  -3.598  -1.240
C  -2.833  -2.461  -1.033
C  -2.078  -2.259  0.097
P  -1.292  -0.572  -0.035
C  -2.780  0.418  -0.392
C  -3.061  1.009  -1.620
C  -4.209  1.778  -1.768
C  -5.080  1.951  -0.700
C  -4.812  1.343  0.521
C  -3.669  0.577  0.672
C  -0.375  -0.730  -1.617
C  0.025  -1.957  -2.130
C  0.825  -2.019  -3.269
C  1.230  -0.856  -3.900
C  0.849  0.378  -3.379
C  0.068  0.436  -2.240
C  -2.099  -3.257  1.135
H  -1.024  -4.196  4.250
H  -2.677  -6.007  3.914
H  -3.843  -6.173  1.743
H  -4.346  -5.395  -0.361
H  -4.192  -3.704  -2.159
H  -2.826  -1.710  -1.812
H  -2.406  0.862  -2.469
H  -4.427  2.235  -2.725
H  -5.978  2.542  -0.827
H  -5.481  1.452  1.365
H  -3.491  0.100  1.630
H  -0.274  -2.877  -1.643
H  1.133  -2.983  -3.654
H  1.850  -0.905  -4.786
H  1.173  1.296  -3.854
H  -0.177  1.393  -1.813
C  1.545  0.341  0.367
C  2.644  -0.138  -0.311
C  2.938  -1.530  -0.338
C  4.104  -1.981  -0.922
C  5.001  -1.092  -1.518
C  4.689  0.272  -1.553
C  3.536  0.752  -0.973
H  2.237  -2.227  0.108
H  4.318  -3.043  -0.923
H  5.920  -1.453  -1.959
H  5.359  0.964  -2.047
H  3.299  1.809  -0.999
O  1.717  5.391  -5.330
C  2.296  5.523  -4.112
O  3.269  6.208  -3.989
C  1.665  4.777  -2.975
C  2.438  4.568  -1.837
C  1.895  3.960  -0.720
C  0.555  3.570  -0.710
S  -0.251  3.081  0.790
C  -0.209  3.743  -1.862
C  0.346  4.342  -2.985
H  0.982  4.769  -5.288
H  3.466  4.905  -1.843
H  2.498  3.802  0.167
H  -1.248  3.437  -1.861
H  -0.296  4.498  -3.846
S  1.714  1.707  3.324
C  2.785  0.418  3.494
N  2.606  -0.598  4.334
C  3.715  -1.533  4.504
C  4.535  -1.419  3.220
S  4.268  0.279  2.631
H  1.871  -0.518  5.024
H  3.328  -2.543  4.635
H  4.305  -1.260  5.382
H  4.180  -2.094  2.442
H  5.596  -1.577  3.390
Cl  -4.237  3.576  3.410
C  -3.242  2.384  4.159
Cl  -2.906  2.608  5.831
Cl  -4.629  0.330  4.028
C  -2.215  1.859  3.376
N  -1.488  1.270  2.697



Density functional theory data (ωB97M-V/def2-TZVPD) for C9H15ClINO2PSTi as an isolated structure in a non-equilibrium geometry.

Computed properties:
* LUMO level (spin up / spin down): -10.1 / -10.2 eV
* molecular weight: 442.49 g mol⁻¹
* expectation value of S²: 0.7617
* 2S+1: 2
* net charge: +2

Cartesian coordinates (Å):
C  -1.360  -1.445  1.132
C  -1.372  -2.734  0.361
H  -2.394  -1.090  1.265
H  -0.785  -0.673  0.593
H  -0.898  -1.543  2.131
O  -2.222  -3.090  -0.474
I  0.960  -3.209  -0.580
Ti  1.683  1.697  0.093
P  -0.285  1.299  -1.333
C  -0.755  -0.151  -2.340
C  -1.932  1.953  -0.873
H  0.753  3.369  -2.137
H  -0.615  2.813  -3.173
H  0.981  1.998  -3.281
C  0.273  2.495  -2.603
H  -1.805  2.804  -0.189
H  -2.459  2.284  -1.783
H  -1.342  0.193  -3.210
H  -1.331  -0.889  -1.754
H  -2.513  1.165  -0.370
H  0.171  -0.618  -2.703
C  -0.456  -3.846  0.897
O  -0.548  -4.693  1.727
Cl  1.595  3.848  0.587
S  0.725  -0.206  3.129
C  2.123  -1.178  2.845
C  2.922  -0.677  1.850
N  2.436  0.456  1.236
C  1.154  0.873  1.824
H  2.347  -2.053  3.445
H  3.867  -1.079  1.519
H  1.080  1.929  2.169



Density functional theory data (ωB97M-V/def2-TZVPD) for a 2-piece molecular cluster, C4H13NO2 overall in a non-equilibrium geometry.

Computed properties:
* energy relative to the best compared isomer or geometry (same formula, charge and spin): 123.1 kJ/mol
* LUMO level: 0.9 eV
* molecular weight: 107.15 g mol⁻¹
* 2S+1: 1
* SMILES: C[C@H](N)CCO.O
* net charge: 0

Cartesian coordinates (Å):
C  0.160  1.394  1.939
C  0.278  1.145  0.447
N  -0.604  0.174  -0.239
C  1.702  0.559  0.205
C  2.131  0.529  -1.263
O  1.967  1.767  -1.922
H  0.786  2.231  2.240
H  0.588  0.491  2.403
H  -0.850  1.370  2.471
H  0.117  2.113  -0.077
H  -1.456  0.154  0.344
H  -0.364  -0.842  -0.182
H  2.347  1.274  0.764
H  1.827  -0.453  0.599
H  3.138  0.104  -1.238
H  1.521  -0.214  -1.808
H  2.783  2.068  -2.328
O  -5.708  -4.406  -0.790
H  -5.425  -5.113  -0.197
H  -4.937  -4.346  -1.370



Density functional theory data (ωB97M-V/def2-TZVPD) for a 10-piece molecular cluster, C38H44N10O6 overall in a non-equilibrium geometry.

Computed properties:
* energy relative to the best compared isomer or geometry (same formula, charge and spin): 1.4 kJ/mol
* LUMO level: 0.0 eV
* molecular weight: 736.83 g mol⁻¹
* 2S+1: 1
* SMILES: C[N+](=O)[O-].C[N+](=O)[O-].C[N+](=O)[O-].c1ccncc1.c1ccncc1.c1ccncc1.c1ccncc1.c1ccncc1.c1ccncc1.c1ccncc1
* net charge: 0

Cartesian coordinates (Å):
C  -4.340  -6.462  20.423
N  -4.084  -7.903  20.248
O  -3.242  -8.214  19.403
O  -4.638  -8.701  20.972
H  -3.431  -6.092  20.856
H  -5.219  -6.402  21.057
H  -4.442  -6.026  19.430
C  -9.550  -6.058  22.180
N  -8.884  -5.230  21.104
O  -9.546  -4.741  20.260
O  -7.660  -5.243  21.104
H  -8.847  -6.831  22.388
H  -10.446  -6.445  21.724
H  -9.706  -5.374  23.023
C  -3.258  -10.013  23.899
N  -3.286  -11.314  23.142
O  -2.605  -11.316  22.134
O  -3.901  -12.225  23.597
H  -3.841  -9.289  23.343
H  -2.246  -9.656  23.938
H  -3.664  -10.232  24.876
C  0.717  -11.785  19.634
C  -0.169  -10.761  19.330
C  -1.339  -11.137  18.742
N  -1.644  -12.381  18.491
C  -0.832  -13.367  18.840
C  0.405  -13.107  19.464
H  1.671  -11.545  20.091
H  0.122  -9.724  19.463
H  -2.068  -10.395  18.466
H  -1.170  -14.402  18.750
H  0.939  -13.982  19.786
C  -5.475  -3.526  24.723
C  -5.472  -3.820  26.036
C  -5.526  -5.114  26.456
N  -5.563  -6.126  25.582
C  -5.618  -5.861  24.318
C  -5.622  -4.553  23.812
H  -5.419  -2.492  24.427
H  -5.389  -2.968  26.707
H  -5.565  -5.389  27.507
H  -5.662  -6.713  23.640
H  -5.698  -4.285  22.767
C  -0.921  -7.934  17.190
C  -0.493  -8.901  16.262
C  0.847  -9.074  16.044
N  1.768  -8.348  16.633
C  1.370  -7.471  17.525
C  0.082  -7.209  17.821
H  -1.967  -7.798  17.446
H  -1.248  -9.566  15.838
H  1.182  -9.807  15.297
H  2.153  -6.916  18.046
H  -0.143  -6.393  18.481
C  -4.860  -5.737  14.340
C  -4.004  -5.984  15.398
C  -3.942  -5.106  16.457
N  -4.588  -3.919  16.436
C  -5.391  -3.673  15.401
C  -5.598  -4.572  14.384
H  -5.004  -6.421  13.512
H  -3.413  -6.901  15.430
H  -3.315  -5.353  17.299
H  -5.899  -2.726  15.256
H  -6.333  -4.262  13.656
C  -8.410  -8.697  17.681
C  -7.191  -9.329  17.478
C  -6.073  -8.573  17.642
N  -6.030  -7.292  17.961
C  -7.190  -6.687  18.048
C  -8.393  -7.330  17.891
H  -9.355  -9.217  17.645
H  -7.177  -10.399  17.309
H  -5.131  -9.055  17.490
H  -7.151  -5.630  18.298
H  -9.269  -6.724  18.025
C  -7.260  -12.729  20.304
C  -6.147  -11.935  20.388
C  -5.241  -11.977  19.407
N  -5.361  -12.692  18.307
C  -6.445  -13.479  18.226
C  -7.405  -13.510  19.184
H  -7.964  -12.709  21.118
H  -5.807  -11.370  21.228
H  -4.363  -11.373  19.572
H  -6.490  -14.107  17.318
H  -8.251  -14.167  19.074
C  -1.121  -4.479  22.236
C  -0.454  -5.481  21.534
C  -0.590  -6.747  21.907
N  -1.276  -7.180  22.951
C  -1.917  -6.208  23.595
C  -1.888  -4.890  23.276
H  -1.097  -3.443  21.896
H  0.222  -5.268  20.721
H  -0.118  -7.459  21.237
H  -2.498  -6.492  24.472
H  -2.504  -4.251  23.894



Density functional theory data (ωB97M-V/def2-TZVPD) for one molecule with the formula C4H2F2O in a non-equilibrium geometry.

Computed properties:
* energy relative to the best compared isomer or geometry (same formula, charge and spin): 447.3 kJ/mol
* LUMO level (spin up / spin down): -0.6 / -0.6 eV
* molecular weight: 104.05 g mol⁻¹
* 2S+1: 1
* net charge: 0

Cartesian coordinates (Å):
C  -0.218  1.419  -1.175
C  -0.265  0.310  -0.436
C  1.102  1.070  -0.685
C  -0.695  -0.613  0.433
O  -1.043  -1.853  0.305
F  1.983  0.373  -1.441
F  -0.960  -0.059  1.792
H  1.628  1.545  0.135
H  -1.533  -2.192  1.071



Density functional theory data (ωB97M-V/def2-TZVPD) for one molecule with the formula C12H14N2OS2 in a non-equilibrium geometry.

Computed properties:
* energy relative to the best compared isomer or geometry (same formula, charge and spin): 0.0 kJ/mol
* LUMO level: 0.5 eV
* molecular weight: 266.39 g mol⁻¹
* 2S+1: 1
* SMILES: CSCC[C@@H]1NC(=S)N(c2ccccc2)C1=O
* net charge: 0

Cartesian coordinates (Å):
C  -3.257  1.561  -1.494
S  -2.805  -0.194  -1.508
C  -1.185  -0.482  -2.405
C  -0.653  -1.942  -2.328
C  -0.181  -2.423  -0.963
N  -1.276  -2.237  0.008
C  -0.818  -1.249  0.896
S  -1.865  -0.697  2.079
N  0.478  -0.754  0.691
C  1.207  0.243  1.413
C  2.680  0.130  1.708
C  3.430  1.099  2.407
C  2.776  2.284  2.703
C  1.395  2.361  2.519
C  0.657  1.362  1.924
C  0.929  -1.480  -0.448
O  1.924  -1.205  -1.100
H  -3.054  1.957  -0.500
H  -2.727  1.895  -2.364
H  -4.258  1.605  -1.725
H  -0.399  0.248  -2.073
H  -1.295  -0.287  -3.500
H  -1.403  -2.622  -2.766
H  0.087  -2.134  -3.035
H  0.380  -3.406  -1.053
H  -2.224  -2.006  -0.362
H  3.175  -0.719  1.327
H  4.585  0.985  2.625
H  3.207  3.162  3.033
H  0.854  3.312  2.664
H  -0.363  1.633  1.628



E_tot (a.u.)
-5145.72610, -2903.37454, -365.39560, -2473.04648, -428.38348, -1446.74217